53
Properties=species:S:1:pos:R:3 method="wB97M-V/def2-TZVPD" homo_ha=-0.3293 de_lowest_kj_mol=33.5 max_force_ev_per_a=0.871 gap_ha=0.3468 smiles="CCOC(=O)C1CCN(C(=O)c2cccc(NS(=O)(=O)c3ccc(F)c(F)c3)c2)CC1"
C -8.13284 -1.03401 -1.24654
C -7.28158 0.17650 -1.60005
O -6.34119 0.47605 -0.56406
C -5.20448 -0.22373 -0.55297
O -4.92674 -1.08112 -1.34773
C -4.29844 0.24797 0.57026
C -3.47239 1.43701 0.05838
C -2.49543 1.89162 1.14067
N -1.64967 0.79147 1.55301
C -0.34039 0.80021 1.23658
O 0.20261 1.73306 0.66715
C 0.48780 -0.37808 1.64910
C 0.80007 -0.62462 2.98205
C 1.71513 -1.61470 3.29548
C 2.36516 -2.31639 2.29605
C 2.07191 -2.05463 0.96013
N 2.76202 -2.67101 -0.07350
S 3.06079 -1.84120 -1.50943
O 1.91359 -1.91020 -2.35547
O 4.29897 -2.38056 -1.98186
C 3.27924 -0.13418 -0.98135
C 4.17073 0.16713 0.02904
C 4.29321 1.47819 0.45646
C 3.52974 2.46669 -0.14249
F 3.66003 3.73155 0.27221
C 2.64926 2.15580 -1.17590
F 1.94724 3.11767 -1.77470
C 2.52224 0.84360 -1.59626
C 1.09892 -1.11218 0.64575
C -2.37046 -0.35016 2.06237
C -3.35665 -0.87041 1.01515
H -7.50537 -1.91854 -1.17075
H -8.63899 -0.87515 -0.29733
H -8.87534 -1.19518 -2.02257
H -6.73434 -0.00507 -2.53054
H -7.89295 1.07599 -1.69478
H -4.92696 0.58006 1.40216
H -2.91162 1.13057 -0.82669
H -4.12983 2.26293 -0.21511
H -3.04566 2.25896 2.01424
H -1.84422 2.68247 0.76417
H 0.33816 -0.03958 3.76280
H 1.94846 -1.82255 4.32894
H 3.10808 -3.05987 2.54515
H 3.52102 -3.27956 0.19098
H 4.76206 -0.61512 0.47670
H 4.97029 1.75021 1.25044
H 1.83359 0.58020 -2.38297
H 0.83586 -0.94606 -0.38546
H -2.91892 -0.04148 2.96133
H -1.66545 -1.13603 2.33412
H -2.81189 -1.23876 0.14446
H -3.92695 -1.70129 1.43241



88
Properties=species:S:1:pos:R:3 method="wB97M-V/def2-TZVPD" homo_ha=-0.2404 max_force_ev_per_a=0.736 gap_ha=0.2512
Li -1.07928 0.40583 0.83066
C -1.56445 1.16349 -1.33167
C -2.79234 0.27325 -1.05354
C -2.61102 -1.17027 -1.55131
Sb -1.21516 -2.28830 -0.31029
C 0.44854 -2.48727 -1.64558
C 1.68448 -2.79631 -1.07107
C 2.80383 -3.01153 -1.86506
C 2.69734 -2.92754 -3.24850
C 1.47088 -2.63461 -3.83079
C 0.35385 -2.41386 -3.03298
C -2.09422 -4.16418 -0.90530
C -1.43841 -5.10091 -1.70119
C -2.06359 -6.29720 -2.04051
C -3.34479 -6.57404 -1.58329
C -4.00239 -5.65285 -0.77861
C -3.37732 -4.46068 -0.43816
Sb -1.63588 3.00132 -0.16002
C 0.39092 3.60916 -0.46524
C 0.96006 4.11004 -1.63759
C 2.30022 4.47814 -1.66553
C 3.09013 4.33121 -0.53200
C 2.53608 3.82312 0.63643
C 1.19151 3.47689 0.67417
C -2.81502 4.08925 -1.58577
C -4.17965 3.78595 -1.56372
C -5.06971 4.43946 -2.40677
C -4.60801 5.42109 -3.27455
C -3.25884 5.74623 -3.29071
C -2.36738 5.08806 -2.44965
H -1.51048 1.42011 -2.38508
H -0.61254 0.64591 -1.11579
H -3.66681 0.72550 -1.52831
H -3.03772 0.24832 0.02341
H -2.27958 -1.18148 -2.59157
H -3.55353 -1.71898 -1.50031
H 1.77516 -2.86551 0.00972
H 3.75807 -3.23966 -1.40452
H 3.56937 -3.08977 -3.87140
H 1.38156 -2.57786 -4.90958
H -0.59540 -2.19140 -3.50835
H -0.43776 -4.90570 -2.06447
H -1.54403 -7.01431 -2.66476
H -3.82707 -7.50752 -1.84682
H -4.99950 -5.86551 -0.41127
H -3.90038 -3.75322 0.19911
H 0.37643 4.19773 -2.54440
H 2.73056 4.87546 -2.57900
H 4.13386 4.62110 -0.55735
H 3.14990 3.69647 1.52077
H 0.76964 3.08313 1.59483
H -4.55763 3.03496 -0.87506
H -6.12386 4.19123 -2.37702
H -5.30061 5.93870 -3.92724
H -2.89487 6.51774 -3.95876
H -1.32494 5.37588 -2.46409
I 1.47005 1.18248 -3.85526
C 2.50091 0.75732 -2.07457
C 3.89032 0.71052 -2.10538
C 4.54507 0.41224 -0.92211
C 3.80125 0.18304 0.22484
C 2.42331 0.26586 0.14243
N 1.77546 0.54654 -0.99853
H 4.43110 0.89577 -3.02352
H 5.62710 0.36051 -0.89893
H 4.27884 -0.05039 1.16903
H 1.79514 0.11716 1.01911
C 0.18637 0.68746 5.91493
C 1.01421 0.20326 4.72543
C 2.47780 0.52290 4.96990
O 0.57007 0.94408 3.57141
B -0.28319 0.16211 2.77597
O -0.24457 -1.15387 3.27275
C 0.72163 -1.27879 4.32868
C 1.92897 -1.99955 3.73590
C 0.13067 -2.12359 5.44447
H 0.32854 1.76545 6.01302
H 0.48644 0.20625 6.84915
H -0.87534 0.50537 5.73845
H 2.57354 1.58438 5.20795
H 3.08562 0.31792 4.08779
H 2.86673 -0.05653 5.81243
H 2.34580 -1.42720 2.90260
H 1.59891 -2.96664 3.35056
H 2.70993 -2.16639 4.48199
H -0.84507 -1.74547 5.74744
H 0.79357 -2.13662 6.31465
H 0.00262 -3.14985 5.09287



8
Properties=species:S:1:pos:R:3 method="wB97M-V/def2-TZVPD" homo_ha=-0.3247 de_lowest_kj_mol=341.1 max_force_ev_per_a=3.915 gap_ha=0.2766
C -0.44595 -0.65466 -0.02220
C -1.85763 -0.81392 0.00808
C 0.81736 -0.98356 0.05276
C -1.23606 0.54564 0.00788
H 1.08038 -2.13505 -0.06929
H 1.71379 -0.22510 0.23567
H -1.35236 1.13691 -0.94916
H -1.36017 1.18640 0.90758



14
Properties=species:S:1:pos:R:3 method="wB97M-V/def2-TZVPD" homo_ha="-0.2427 / -0.2292" de_lowest_kj_mol=457.0 max_force_ev_per_a=2.577 gap_ha="0.1365 / 0.1141"
C 1.27111 0.85919 -0.99089
C 0.34094 1.00747 -2.05062
C 0.60077 0.18022 -0.01262
C 1.02167 -0.26823 1.33222
C -1.68672 -0.67091 0.07931
N -0.81402 0.46378 -1.75401
N -0.68320 -0.04841 -0.51307
S 2.80725 -0.12398 1.58885
H 2.28502 1.19849 -0.96636
H 0.48730 1.48799 -2.99790
H 0.54039 0.33907 2.10776
H 0.75704 -1.31697 1.49694
H -2.60672 -0.77600 -0.46433
H -1.57342 -1.05153 1.07494



7
Properties=species:S:1:pos:R:3 method="wB97M-V/def2-TZVPD" charge=+2 homo_ha="-0.8187 / -0.8028" de_lowest_kj_mol=20.9 max_force_ev_per_a=4.629 spin_multiplicity=2 gap_ha="0.3168 / 0.3021"
C 0.58883 0.66096 0.27552
O -1.15066 -1.82576 0.24836
Tl 0.73588 -1.44721 0.58748
Li -1.44266 -0.68699 -1.26266
F -0.44532 0.82558 -0.77813
H 1.45200 1.17076 -0.17683
H 0.26193 1.30266 1.10627



20
Properties=species:S:1:pos:R:3 method="wB97M-V/def2-TZVPD" homo_ha=-0.3189 de_lowest_kj_mol=28.1 max_force_ev_per_a=1.874 gap_ha=0.3516 smiles=Cc1c[nH]cn1.CC
C -1.37135 -0.81113 -1.57054
C -0.68326 0.47826 -1.36424
C -1.03264 1.62042 -0.73112
N -0.02152 2.52765 -0.98365
C 0.90150 1.87863 -1.70880
N 0.56605 0.64191 -1.93387
H -1.61792 -0.91728 -2.63517
H -2.24746 -1.12484 -1.01784
H -0.65290 -1.63481 -1.50258
H -1.91383 1.87606 -0.16998
H 0.00163 3.43652 -0.56144
H 1.81619 2.32441 -2.06046
C 0.21634 -1.47957 2.52032
C 1.27690 -1.04493 1.53397
H 0.66416 -1.80753 3.47018
H -0.41238 -0.64885 2.83680
H -0.26903 -2.38754 2.16883
H 0.85379 -0.59148 0.63774
H 1.84184 -1.90010 1.15407
H 2.08389 -0.43578 1.91777



E_tot for the records above, in order: -51622.5132, -67729.4946, -4206.6229, -19093.2738, -10708.5922, -9396.5581 eV